Below is a structure of composition C25H38BrO8P2S4SbSeTc, with properties calculated with wB97M-V/def2-TZVPD.

The spin multiplicity is 1. The LUMO energy (alpha / beta) comes out at -5.037 / -5.047 eV. The largest force on an atom comes out at 1.1 eV Å⁻¹. The HOMO-LUMO gap (alpha / beta) is 5.22 / 5.21 eV. Its total charge is +1. The total energy is -9149.3819 a.u.

```
81
Properties=species:S:1:pos:R:3:lowdin_charge:R:1
Tc 0.53053 -0.08294 0.49206 0.95
C -6.19735 -3.84466 3.23951 -0.06
C -5.69968 -3.63374 1.80940 -0.56
C -6.76406 -2.85015 1.02992 -0.04
C -5.49640 -5.00784 1.15806 -0.04
C -4.38676 -2.85970 1.76649 -0.15
C -3.77458 -2.61962 0.53347 -0.06
C -2.58383 -1.93513 0.50254 -0.54
Br -1.73432 -1.58101 -1.14886 0.85
C -1.95456 -1.45788 1.66086 -0.31
O -0.79860 -0.81544 1.51967 -0.39
C -2.55686 -1.66163 2.90986 -0.07
C -3.76015 -2.37153 2.90439 0.03
C -2.02169 -1.19478 4.26598 -0.53
C -0.75006 -0.34580 4.20285 -0.07
C -1.71486 -2.43715 5.11476 -0.03
C -3.09933 -0.35021 4.96082 -0.03
H -7.12127 -4.42129 3.21661 0.09
H -6.41390 -2.89963 3.73894 0.09
H -5.47752 -4.40049 3.84127 0.09
H -7.71394 -3.38443 1.05477 0.09
H -6.48384 -2.71957 -0.01491 0.08
H -6.91810 -1.86234 1.46549 0.09
H -6.42140 -5.58164 1.20642 0.09
H -4.71840 -5.57287 1.67289 0.09
H -5.21522 -4.92238 0.10874 0.08
H -4.22030 -2.95897 -0.39020 0.11
H -4.22987 -2.54499 3.85966 0.10
H 0.09560 -0.90934 3.80671 0.06
H -0.49187 -0.03388 5.21487 0.10
H -0.88369 0.55464 3.60230 0.08
H -0.97635 -3.07099 4.62245 0.09
H -2.60608 -3.03561 5.29675 0.08
H -1.31306 -2.13362 6.08152 0.09
H -3.35936 0.52050 4.35828 0.10
H -2.72238 0.00186 5.92101 0.09
H -4.01055 -0.91356 5.15228 0.08
C 2.69236 -2.34033 -2.70555 -0.05
C 3.45356 -1.78600 -1.50521 -0.59
O 4.83044 -2.01486 -1.71243 -0.01
P 2.82652 -2.63507 -0.01109 0.49
O 4.06381 -2.55805 0.95010 -0.06
O 2.68603 -4.18118 -0.29376 -0.06
O 1.55165 -2.05551 0.48593 -0.39
P 3.15787 0.01902 -1.34699 0.33
O 3.38270 0.61427 -2.79537 -0.08
O 4.06196 0.59808 -0.30291 -0.48
O 1.65645 0.18279 -1.12672 -0.57
H 2.87585 -3.40986 -2.79400 0.09
H 3.05199 -1.85744 -3.61206 0.10
H 1.62139 -2.15154 -2.61530 0.09
H 5.33207 -1.71337 -0.94089 0.10
H 4.00013 -3.01962 1.79889 0.13
H 1.85461 -4.45566 -0.70627 0.11
H 4.31190 0.63065 -3.06999 0.12
S 5.59255 3.38344 1.30855 -0.11
Sb 3.66490 2.96755 0.38480 0.68
S 1.95215 0.40151 2.03018 0.16
S -0.32663 1.98767 0.22945 0.20
S 2.21459 2.35537 2.46086 -0.05
C -5.02632 5.59492 -4.17930 -0.04
C -4.00312 4.67521 -3.58514 -0.25
C -2.93965 4.19559 -4.33733 0.00
C -1.97618 3.35879 -3.79602 -0.31
C -0.84338 2.89016 -4.66562 -0.10
C -2.10027 2.98717 -2.44849 -0.44
Se -0.67674 1.81998 -1.90128 0.73
C -3.17672 3.41552 -1.66911 -0.28
C -3.42096 3.00253 -0.24628 -0.08
C -4.09984 4.26966 -2.26169 -0.01
H -4.82315 5.78814 -5.23085 0.08
H -5.03795 6.55122 -3.65534 0.09
H -6.02635 5.16710 -4.09892 0.09
H -2.84954 4.48563 -5.37624 0.12
H -0.93664 3.32190 -5.65943 0.08
H -0.83854 1.80313 -4.78048 0.08
H 0.12802 3.18404 -4.26183 0.07
H -2.97114 2.04097 -0.00417 0.02
H -4.49196 2.91540 -0.07218 0.09
H -3.03129 3.74250 0.45420 0.09
H -4.93738 4.61029 -1.66454 0.13
```

Below is a structure of composition C25H38Cl4FN5NaO12S, with properties calculated with wB97M-V/def2-TZVPD.

The spin multiplicity is 1. The LUMO energy comes out at -6.619 eV. The largest force on an atom comes out at 2.3 eV Å⁻¹. The HOMO-LUMO gap is 1.92 eV. Its total charge is +1. The total energy is -4652.5293 a.u.

```
87
Properties=species:S:1:pos:R:3:lowdin_charge:R:1
C -0.06352 -0.93105 0.02527 -0.06
C -0.20842 -0.19439 -1.32222 -0.14
C -0.59569 1.26695 -1.20956 -0.49
O -0.23744 2.08022 -2.02356 0.13
O -1.29890 1.63355 -0.10676 -0.02
C -2.72600 1.39007 -0.05911 -0.12
C -3.38706 0.60801 -1.17520 -0.16
N -3.42481 -0.84838 -0.90699 0.07
H -0.60625 -1.87322 0.04106 0.06
H 0.99322 -1.15946 0.15746 0.07
H -0.37870 -0.29437 0.84334 0.08
H -0.99344 -0.65744 -1.92440 0.10
H 0.68785 -0.25303 -1.93200 0.11
H -2.94776 0.87851 0.87774 0.13
H -3.23013 2.35115 0.01990 0.11
H -3.02755 0.82773 -2.18208 0.12
H -4.42959 0.91984 -1.15043 0.14
H -4.10260 -1.30207 -1.50922 0.13
H -2.52969 -1.30380 -1.01622 0.08
H -3.78274 -1.11868 0.30291 -0.02
C -1.68894 4.93386 1.17180 -0.11
C -2.01738 6.01501 2.19071 -0.24
C -2.43513 5.42309 3.54285 -0.17
C -3.62071 4.58173 3.40531 -0.22
N -4.55370 3.91689 3.30457 0.17
H -2.55365 4.31237 0.96406 0.03
H -1.36987 5.37481 0.22802 0.07
H -0.88279 4.29090 1.53431 0.08
H -2.81865 6.64811 1.80486 0.11
H -1.15137 6.66048 2.34356 0.11
H -2.66001 6.21145 4.26263 0.12
H -1.63089 4.81104 3.95594 0.12
N -5.59048 1.37585 5.76907 -0.57
O -6.63620 2.04714 6.07262 0.19
O -5.64152 0.75187 4.73628 0.17
O -4.64526 1.39197 6.52630 0.13
C -4.02417 5.43609 -3.88965 -0.15
C -2.63307 5.33935 -3.29666 -0.15
O -2.71825 6.12746 -2.10094 -0.19
S -4.17713 6.01360 -1.46889 0.59
O -4.17189 5.03266 -0.44218 -0.23
O -4.65842 7.32148 -1.22221 -0.20
O -4.89590 5.39107 -2.74844 -0.18
H -4.17894 6.38447 -4.40571 0.14
H -4.25630 4.61514 -4.56168 0.13
H -1.86273 5.73968 -3.94843 0.14
H -2.37628 4.31481 -3.01844 0.13
C -5.50058 4.97687 7.45646 -0.70
O -5.94506 3.77886 7.59732 0.22
O -4.86849 5.26931 6.31923 0.16
O -5.65803 5.76633 8.36007 0.24
H -4.89365 4.43288 5.81830 0.10
C 0.82143 -4.28888 -1.95522 -0.03
N 2.25589 -4.26747 -1.66460 -0.12
C 2.98598 -3.15386 -1.96155 -0.05
C 4.30537 -3.06644 -1.67798 0.01
C 4.99885 -4.15022 -1.03937 -0.19
C 4.19130 -5.30639 -0.76946 0.00
C 2.87315 -5.33076 -1.08342 -0.04
C 6.35114 -4.07297 -0.68482 -0.23
C 6.79203 -4.39557 0.67165 -0.04
C 8.08401 -4.34627 1.03063 -0.12
N 9.08976 -3.99769 0.08914 -0.26
C 8.69700 -3.67137 -1.24535 -0.12
C 7.40342 -3.70283 -1.61683 -0.04
C 10.49817 -4.00414 0.44697 -0.03
H 0.67090 -4.09738 -3.01597 0.09
H 0.32902 -3.52112 -1.35917 0.08
H 0.41425 -5.25901 -1.69917 0.05
H 2.44084 -2.34078 -2.42064 0.13
H 4.82856 -2.15137 -1.91618 0.12
H 4.62778 -6.18268 -0.31171 0.12
H 2.25241 -6.19340 -0.88727 0.13
H 6.07471 -4.65924 1.43730 0.12
H 8.40496 -4.57196 2.03757 0.12
H 9.48697 -3.41386 -1.93663 0.12
H 7.17370 -3.45557 -2.64505 0.12
H 10.92093 -3.01766 0.25457 0.10
H 11.04387 -4.75605 -0.14325 0.09
H 10.60407 -4.23509 1.50329 0.10
F -3.81141 -1.54956 1.32537 -0.32
Na 8.67271 -5.90537 -0.61539 0.68
C -2.10423 -6.73557 -4.03769 -2.05
Cl -0.40378 -7.02572 -3.61758 0.53
Cl -2.27475 -6.70599 -5.78542 0.55
Cl -3.10108 -8.00580 -3.35286 0.56
Cl -2.59334 -5.16867 -3.36488 0.51
```

Below is a structure of composition C25H38CoF4N3O3PTe, with properties calculated with wB97M-V/def2-TZVPD.

The spin multiplicity is 2. The LUMO energy (alpha / beta) comes out at -0.144 / -0.144 eV. The largest force on an atom comes out at 1.8 eV Å⁻¹. The HOMO-LUMO gap (alpha / beta) is 6.62 / 6.62 eV. The total energy is -3756.9943 a.u.

```
76
Properties=species:S:1:pos:R:3:mulliken_spin:R:1
Co 0.01601 -0.41632 0.26782 0.94
C 0.49971 0.05097 -3.42853 0.00
C -0.60346 0.79946 -2.69067 0.01
N -1.31358 0.02890 -1.65415 0.03
C -2.01026 -1.11559 -2.26459 0.00
C -2.11578 -2.32694 -1.35195 -0.02
C -2.29811 0.90189 -1.00762 -0.01
C -1.68802 2.02058 -0.15017 0.01
N -0.59022 1.51712 0.64523 0.01
C -0.05657 2.23064 1.62682 0.00
C 1.20092 1.78812 2.14344 -0.01
F 1.70115 0.64629 1.58123 0.00
C 1.87637 2.41923 3.15630 0.01
F 3.06496 1.94830 3.57409 0.00
C 1.34868 3.53906 3.79127 0.00
C 0.10301 3.96650 3.36741 0.00
F -0.48100 4.99061 4.02788 0.00
C -0.58009 3.35609 2.33465 0.00
F -1.84550 3.81341 2.06757 0.00
H 1.10950 0.77301 -3.96914 0.00
H 0.11026 -0.66117 -4.15444 0.00
H 1.13343 -0.47912 -2.72320 0.00
H -1.33605 1.18389 -3.42471 0.00
H -0.13631 1.64911 -2.19322 0.00
H -1.45025 -1.42516 -3.14358 0.00
H -3.01685 -0.81712 -2.59856 0.00
H -1.11612 -2.65346 -1.07595 0.01
H -2.62053 -3.13578 -1.87716 0.00
H -2.67277 -2.10995 -0.44425 0.00
H -2.91616 0.27029 -0.36563 0.00
H -2.95620 1.37697 -1.75908 0.00
H -2.50321 2.44822 0.45022 0.00
H -1.31653 2.82872 -0.79500 0.00
H 1.88212 4.05186 4.56934 0.00
C 5.93909 -1.49220 -2.19324 0.00
C 4.89267 -2.50968 -1.77145 0.00
O 3.62756 -1.90157 -1.71632 0.00
P 2.51434 -2.38636 -0.63524 0.02
O 1.44189 -1.36994 -0.79186 0.03
Te 3.48519 -2.77619 1.48476 0.00
O 1.88898 -3.72205 -1.34659 0.00
C 2.38515 -5.01664 -1.11266 0.00
C 1.44527 -5.80115 -0.20900 0.00
H 6.91585 -1.96975 -2.22454 0.00
H 5.95934 -0.67079 -1.48186 0.00
H 5.70257 -1.09411 -3.17585 0.00
H 5.15861 -2.90602 -0.77635 0.00
H 4.86192 -3.34669 -2.48219 0.00
H 3.38018 -4.96887 -0.64451 0.00
H 2.47276 -5.50875 -2.08933 0.00
H 1.46725 -5.38675 0.79590 0.00
H 1.75921 -6.84105 -0.16869 0.00
H 0.42799 -5.74329 -0.59088 0.00
C -0.91061 0.01554 4.33526 0.00
N -2.25760 0.41818 3.88970 0.00
C -3.26977 0.09873 4.90548 0.00
C -2.62107 -0.16059 2.53098 0.00
C -2.08995 -1.55331 2.33212 -0.04
C -2.76304 -2.63862 2.89533 -0.01
C -2.22257 -3.90611 2.81523 0.00
C -1.00040 -4.07631 2.18357 0.00
C -0.37854 -3.00130 1.57574 -0.03
C -0.89628 -1.69758 1.59818 0.03
H -0.66873 0.52380 5.26740 0.00
H -0.17828 0.27762 3.57414 0.00
H -0.87239 -1.06208 4.48393 0.00
H -2.23444 1.43660 3.76683 0.00
H -3.27841 -0.97672 5.07775 0.00
H -4.25425 0.41070 4.56130 0.00
H -3.04926 0.61345 5.83814 0.00
H -2.13832 0.46894 1.78420 0.01
H -3.70763 -0.09333 2.42835 0.00
H -3.71980 -2.49887 3.38926 0.00
H -2.74427 -4.75464 3.23503 0.00
H -0.55410 -5.06045 2.15105 0.00
H 0.55149 -3.17340 1.04958 0.00
```